This record from the Open Molecules 2025 dataset describes C3H5MgO2 as an isolated structure. The level of theory is ωB97M-V/def2-TZVPD.

Output
- Highest occupied orbital energy (alpha / beta): -0.3041 / -0.3075 Ha
- Gap between HOMO and LUMO (alpha / beta): 7.620 / 7.710 eV
- <S²>: 0.755

ORCA input file:
```
! RIJCOSX wB97M-V def2-TZVPD def2/J DEFGRID3
* xyz 0 2
H 1.634 1.982 0.670
O -0.020 -0.843 -0.297
C -0.053 0.310 -0.863
O -1.230 0.900 -0.734
C -1.958 0.841 0.428
H -2.825 1.496 0.414
H -2.031 -0.133 0.907
C 1.392 -1.318 -0.108
H 1.387 -1.753 0.903
H 1.503 -2.154 -0.815
Mg 2.201 0.671 -0.503
*
```

This record from the Open Molecules 2025 dataset describes CH3BrO2 in the gas phase. The level of theory is ωB97M-V/def2-TZVPD.

Output
- Highest occupied orbital energy: -0.3777 Ha
- SMILES: OOCBr
- Gap between HOMO and LUMO: 10.919 eV

ORCA input file:
```
! RIJCOSX wB97M-V def2-TZVPD def2/J DEFGRID3
* xyz 0 1
C 0.714 0.192 0.071
O -1.519 -0.358 -0.264
O -0.671 0.533 0.401
Br 0.878 0.689 -1.850
H 1.368 0.733 0.650
H 0.999 -0.885 0.083
H -1.591 -1.085 0.403
*
```

This record from the Open Molecules 2025 dataset describes C4H13N2S in the gas phase. The level of theory is ωB97M-V/def2-TZVPD.

Output
- Highest occupied orbital energy (alpha / beta): -0.0983 / -0.3147 Ha
- Gap between HOMO and LUMO (alpha / beta): 2.941 / 8.793 eV
- <S²>: 0.753

ORCA input file:
```
! RIJCOSX wB97M-V def2-TZVPD def2/J DEFGRID3
* xyz 0 2
N -1.148 0.116 -1.109
C 0.060 0.087 -0.161
C -0.335 0.843 1.072
S -2.144 0.399 1.610
C 1.332 0.585 -0.876
N 2.302 -0.429 -1.216
C 2.176 -1.846 -0.976
H -1.981 0.117 -0.450
H -1.188 0.927 -1.730
H -1.170 -0.589 -1.856
H 0.168 -0.979 0.013
H -0.211 1.926 1.137
H 0.290 0.420 1.891
H -1.803 -0.884 1.861
H 1.823 1.311 -0.207
H 1.082 1.185 -1.749
H 3.222 -0.130 -1.452
H 1.514 -2.378 -1.686
H 3.178 -2.274 -0.883
H 1.772 -2.269 -0.033
*
```

This record from the Open Molecules 2025 dataset describes C14H39NNaO4S4 as an isolated structure. The level of theory is ωB97M-V/def2-TZVPD.

Output
- Highest occupied orbital energy: -0.3998 Ha
- Gap between HOMO and LUMO: 8.367 eV

ORCA input file:
```
! RIJCOSX wB97M-V def2-TZVPD def2/J DEFGRID3
* xyz 1 1
Na -0.189 -0.750 -0.206
C -4.169 0.893 -3.192
C -2.886 0.354 -2.393
N -3.025 -1.096 -2.032
C -4.148 -1.310 -1.111
C -3.683 -2.361 -0.109
C -3.117 -2.047 -3.154
C -1.928 -2.052 -4.035
H -4.166 0.452 -4.189
H -4.172 1.982 -3.246
H -5.070 0.602 -2.653
H -2.028 0.488 -3.053
H -2.752 0.948 -1.489
H -4.257 -0.512 -0.376
H -5.098 -1.646 -1.526
H -3.534 -3.342 -0.560
H -2.666 -2.199 0.250
H -4.381 -2.467 0.722
H -4.026 -1.777 -3.691
H -3.316 -3.020 -2.705
H -2.040 -2.823 -4.797
H -1.057 -2.316 -3.436
H -1.728 -1.088 -4.503
C 3.074 4.340 0.021
S 1.318 3.840 -0.202
O 1.336 2.408 -0.637
C 1.051 3.912 1.630
H 3.436 4.402 -1.005
H 3.673 3.539 0.455
H 3.283 5.252 0.581
H 1.019 4.913 2.062
H 1.775 3.348 2.219
H 0.056 3.496 1.782
C 3.772 -2.306 3.877
S 4.198 -0.995 2.591
O 2.888 -0.303 2.282
C 5.176 0.140 3.732
H 4.313 -3.240 3.724
H 2.694 -2.467 3.892
H 3.983 -2.008 4.904
H 6.047 -0.433 4.052
H 4.733 0.327 4.710
H 5.373 1.078 3.213
C -3.632 1.597 4.633
S -2.333 0.284 4.313
O -1.798 0.608 2.915
C -1.099 0.871 5.568
H -3.962 1.548 5.671
H -4.463 1.511 3.933
H -3.222 2.602 4.533
H -0.109 0.426 5.470
H -1.486 0.772 6.583
H -0.894 1.927 5.394
C 3.529 -0.326 -3.825
S 3.521 -2.030 -3.068
O 2.275 -2.152 -2.242
C 3.295 -2.872 -4.763
H 4.245 -0.389 -4.644
H 3.839 0.488 -3.171
H 2.596 0.050 -4.245
H 3.232 -3.958 -4.830
H 4.228 -2.661 -5.286
H 2.472 -2.447 -5.339
*
```